# 1
A structure of composition C32H55NO2P2RuS, computed with ωB97M-V/def2-TZVPD.

LUMO energy (spin up / spin down)	-12.72 / -16.10	eV
Kohn-Sham gap (spin up / spin down)	6.52 / 3.75	eV
HOMO level (spin up / spin down)	-19.24 / -19.85	eV
total charge	+4
max |F|	7.852	eV/A
<S²>	6.06
2S+1	5
electronic energy	-71610.4828	eV

Atoms and positions in Å:
Ru: -0.179 -0.141 -0.184
C: 0.965 0.422 1.520
O: 2.100 0.692 1.846
C: -1.985 0.147 -0.111
O: -3.129 0.346 0.060
P: 0.118 2.073 -1.184
C: -0.014 1.960 -3.046
H: 0.034 2.993 -3.423
C: -1.296 3.241 -0.795
H: -2.175 2.589 -0.940
C: 1.711 3.070 -1.055
H: 2.450 2.310 -1.364
C: 1.538 -3.238 1.062
P: 0.060 -2.406 0.268
H: -0.386 -4.074 -1.423
H: 2.325 -3.125 0.302
C: -1.416 -3.411 0.859
H: -1.079 -4.454 0.743
C: -1.292 3.677 0.671
H: -2.256 4.160 0.892
H: -0.506 4.411 0.886
H: -1.181 2.824 1.353
C: -1.467 4.452 -1.714
H: -0.680 5.199 -1.566
H: -2.423 4.930 -1.461
H: -1.515 4.190 -2.776
C: 1.854 4.293 -1.972
H: 1.576 4.119 -3.017
H: 2.916 4.581 -1.962
H: 1.291 5.153 -1.588
C: 2.059 3.505 0.365
H: 3.055 3.968 0.345
H: 2.103 2.660 1.053
H: 1.353 4.251 0.750
C: 1.179 1.192 -3.621
H: 2.122 1.739 -3.496
H: 1.025 1.021 -4.694
H: 1.290 0.210 -3.139
C: -1.354 1.373 -3.490
H: -1.484 0.346 -3.127
H: -1.384 1.345 -4.588
H: -2.207 1.969 -3.144
C: 1.315 -4.733 1.329
H: 1.002 -5.294 0.439
H: 0.577 -4.881 2.128
H: 2.264 -5.159 1.685
C: 2.064 -2.576 2.330
H: 1.304 -2.548 3.120
C: -0.647 -2.124 -2.352
H: 2.434 -1.563 2.154
H: 2.910 -3.165 2.711
C: 1.564 -3.350 -1.977
H: -0.440 -1.067 -2.023
H: -0.327 -2.227 -3.394
H: -1.730 -2.293 -2.298
C: 0.135 -3.105 -1.474
H: 1.524 -3.534 -3.059
H: 2.021 -4.232 -1.506
H: 2.208 -2.476 -1.804
C: -2.676 -3.242 0.006
H: -3.007 -2.195 -0.012
H: -3.478 -3.840 0.460
H: -2.538 -3.601 -1.020
C: -1.734 -3.165 2.335
H: -2.131 -2.152 2.486
H: -0.879 -3.304 3.011
H: -2.515 -3.881 2.635
H: 0.694 -1.820 -5.086
H: 0.472 -1.110 -5.171
N: -0.235 0.211 1.933
S: -1.972 0.301 5.141
C: -0.906 -1.020 5.600
C: -1.485 -2.219 6.049
C: -0.678 -3.280 6.452
C: 0.710 -3.143 6.417
C: 1.292 -1.964 5.934
C: 0.487 -0.906 5.499
C: -1.032 1.717 5.595
C: -0.770 2.695 4.617
C: -0.129 3.881 4.982
C: 0.256 4.087 6.316
C: 0.037 3.091 7.274
C: -0.627 1.916 6.923
H: -0.454 -0.357 2.749
H: -2.573 -2.275 6.107
H: -1.148 -4.197 6.816
H: 1.349 -3.955 6.775
H: 2.376 -1.854 5.925
H: 0.923 0.028 5.148
H: -1.088 2.489 3.591
H: 0.065 4.645 4.226
H: 0.720 5.033 6.599
H: 0.362 3.236 8.307
H: -0.848 1.144 7.655

Löwdin atomic charge list, values in e, 6 entries: Ru 0.871; C -0.544; O 0.102; C -0.286; O 0.163; P 1.068

# 2
A cluster of 2 separate species, C8H17INO in total, computed with ωB97M-V/def2-TZVPD.

LUMO energy	-3.28	eV
Kohn-Sham gap	9.26	eV
HOMO level	-12.54	eV
total charge	+1
max |F|	4.189	eV/A
2S+1	1
electronic energy	-20201.5967	eV

Atoms and positions in Å:
C: -0.142 -1.429 1.062
C: 0.555 -2.013 -0.246
C: -1.602 -1.024 0.732
C: 2.095 -1.846 -0.085
C: -1.645 0.163 -0.168
C: 2.536 -0.601 -0.817
C: -1.752 0.003 -1.650
C: 2.670 -0.401 -2.112
N: -0.292 3.152 -0.946
O: -1.519 1.290 0.351
I: 2.299 1.162 0.509
H: -0.139 -2.135 1.821
H: 0.397 -0.525 1.245
H: 0.157 -3.032 -0.604
H: 0.388 -1.367 -1.173
H: -2.195 -1.798 0.217
H: -2.186 -0.641 1.483
H: 2.438 -1.944 1.056
H: 2.405 -2.567 -0.732
H: -1.798 0.976 -2.117
H: -2.608 -0.769 -1.947
H: -0.890 -0.556 -1.942
H: 2.892 0.627 -2.433
H: 2.766 -1.293 -2.735
H: 0.520 3.401 -0.275
H: -0.805 3.947 -1.279
H: 0.033 2.546 -1.793
H: -0.911 2.500 -0.354

Löwdin atomic charge list, values in e, 6 entries: C -0.147; C -0.175; C -0.105; C -0.261; C -0.394; C -0.645

# 3
A structure of composition C29H24N8O4PS5Sc, computed with ωB97M-V/def2-TZVPD.

LUMO energy	-0.52	eV
Kohn-Sham gap	6.80	eV
HOMO level	-7.32	eV
max |F|	0.798	eV/A
2S+1	1
electronic energy	-134742.9852	eV

Atoms and positions in Å:
Sc: 0.650 0.978 -0.887
N: 0.171 -0.133 1.459
N: -0.849 -1.091 1.390
C: -1.296 -1.471 0.183
N: -2.032 -2.574 0.068
N: -0.974 -0.653 -0.819
N: -0.990 -1.094 -2.104
O: -1.673 -2.021 -2.493
O: -0.231 -0.436 -2.801
H: 1.058 -0.570 1.688
H: -0.063 0.606 2.121
H: -1.095 -1.632 2.205
H: -2.069 -3.248 0.812
H: -2.324 -2.824 -0.868
O: -0.661 2.579 2.626
C: -1.086 2.820 1.515
N: -0.619 2.271 0.338
C: -1.468 2.583 -0.667
O: -1.306 2.072 -1.782
C: -2.519 3.520 -0.186
C: -3.568 4.151 -0.822
C: -4.373 4.975 -0.038
C: -4.128 5.139 1.322
C: -3.071 4.487 1.953
C: -2.273 3.682 1.167
H: -3.751 4.013 -1.878
H: -5.204 5.497 -0.495
H: -4.773 5.787 1.901
H: -2.878 4.606 3.010
S: -0.025 -0.121 -7.384
C: 0.762 0.381 -6.013
S: 0.336 1.805 -5.118
C: 1.546 1.446 -3.938
N: 2.223 0.379 -4.185
N: 1.784 -0.214 -5.344
C: 2.360 -1.488 -5.623
C: 2.762 -1.826 -6.905
C: 3.343 -3.068 -7.121
C: 3.523 -3.957 -6.073
C: 3.116 -3.602 -4.792
C: 2.532 -2.368 -4.562
S: 1.826 2.416 -2.515
H: 2.618 -1.134 -7.720
H: 3.658 -3.336 -8.121
H: 3.976 -4.923 -6.252
H: 3.251 -4.290 -3.967
H: 2.218 -2.069 -3.570
S: 2.796 1.424 0.621
P: 3.473 -0.275 -0.250
S: 1.959 -1.466 -0.751
C: 4.613 -1.049 0.928
C: 5.821 -0.418 1.214
C: 6.683 -0.970 2.146
C: 6.347 -2.153 2.794
C: 5.149 -2.787 2.504
C: 4.282 -2.235 1.570
C: 4.470 0.069 -1.716
C: 4.694 -0.955 -2.633
C: 5.445 -0.714 -3.770
C: 5.975 0.551 -3.992
C: 5.756 1.572 -3.079
C: 5.000 1.334 -1.942
H: 6.087 0.500 0.706
H: 7.621 -0.480 2.369
H: 7.025 -2.581 3.520
H: 4.891 -3.714 3.000
H: 3.350 -2.730 1.325
H: 4.253 -1.931 -2.471
H: 5.593 -1.499 -4.500
H: 6.548 0.741 -4.890
H: 6.155 2.560 -3.264
H: 4.780 2.136 -1.248

Löwdin atomic charge list, values in e, 6 entries: Sc 0.533; N -0.010; N 0.034; C -0.399; N 0.223; N 0.035

# 4
A cluster of 2 separate species, C11H15NO in total, computed with ωB97M-V/def2-TZVPD.

LUMO energy	0.75	eV
Kohn-Sham gap	8.60	eV
HOMO level	-7.84	eV
max |F|	2.399	eV/A
2S+1	1
electronic energy	-15187.1365	eV
SMILES string	Cc1c[nH]c2ccccc12.CCO

Atoms and positions in Å:
C: 0.920 3.076 -2.288
C: 0.457 2.394 -1.034
C: 1.022 2.397 0.212
N: 0.286 1.642 1.085
C: -0.723 1.026 0.371
C: -1.634 0.056 0.765
C: -2.482 -0.489 -0.184
C: -2.360 -0.100 -1.528
C: -1.543 0.938 -1.910
C: -0.653 1.478 -0.960
H: 0.230 2.778 -3.078
H: 1.926 2.801 -2.597
H: 0.837 4.155 -2.209
H: 1.895 3.022 0.291
H: 0.383 1.678 2.075
H: -1.673 -0.223 1.813
H: -3.226 -1.143 0.226
H: -3.034 -0.628 -2.195
H: -1.329 1.204 -2.930
C: 1.818 -3.054 2.290
C: 0.672 -2.560 1.413
O: 0.271 -3.579 0.497
H: 1.637 -3.206 3.351
H: 2.679 -2.373 2.212
H: 2.296 -3.911 1.820
H: -0.233 -2.350 1.969
H: 1.024 -1.648 0.929
H: 0.535 -3.384 -0.406

Löwdin atomic charge list, values in e, 6 entries: C -0.042; C -0.229; C -0.070; N 0.082; C -0.223; C -0.044

# 5
A structure of composition C7H16Cl2N2O3PPt, computed with ωB97M-V/def2-TZVPD.

LUMO energy (spin up / spin down)	-11.23 / -15.58	eV
Kohn-Sham gap (spin up / spin down)	8.22 / 4.48	eV
HOMO level (spin up / spin down)	-19.45 / -20.07	eV
total charge	+3
max |F|	9.546	eV/A
<S²>	6.02
2S+1	5
electronic energy	-54187.6929	eV

Atoms and positions in Å:
C: 1.386 -4.426 -0.612
C: 1.118 -3.096 0.016
H: 0.551 -5.094 -0.376
H: 2.303 -4.868 -0.219
H: 1.506 -4.279 -1.696
O: 0.026 -2.677 0.340
Cl: 2.537 -2.214 0.285
Pt: -0.778 1.556 0.311
P: -0.347 1.431 -1.779
C: -1.660 1.986 -2.914
C: 1.105 2.534 -1.821
H: 1.065 -0.528 -1.837
H: 0.360 -0.196 -3.467
H: -0.634 -0.924 -2.162
C: 0.169 -0.209 -2.384
H: 1.994 1.932 -1.602
H: 1.209 3.012 -2.800
H: -1.269 2.140 -3.930
H: -2.106 2.919 -2.549
H: 0.984 3.265 -1.010
H: -2.447 1.220 -2.948
C: -2.516 1.479 0.886
O: -3.577 1.353 1.342
Cl: 0.045 3.293 1.693
N: 1.019 -0.081 3.527
C: -0.286 0.015 3.170
N: -1.149 0.198 4.208
O: -0.663 -0.100 1.976
H: 1.331 0.306 4.407
H: 1.688 -0.188 2.778
H: -2.137 0.149 4.001
H: -0.829 0.091 5.164

Löwdin atomic charge list, values in e, 6 entries: C 0.026; C -0.730; H 0.130; H 0.127; H 0.147; O 0.322

# 6
A structure of composition C4H12N3, computed with ωB97M-V/def2-TZVPD.

LUMO energy (spin up / spin down)	-3.40 / -5.08	eV
Kohn-Sham gap (spin up / spin down)	9.19 / 7.29	eV
HOMO level (spin up / spin down)	-12.59 / -12.37	eV
total charge	+1
max |F|	3.702	eV/A
2S+1	1
electronic energy	-8799.9741	eV

Atoms and positions in Å:
C: 1.799 1.143 2.366
C: 1.492 1.366 1.037
C: 1.763 -1.615 -1.009
C: 0.537 0.777 0.267
N: -1.590 1.775 0.619
N: -0.700 0.750 0.046
N: -1.984 -1.101 -1.052
H: 2.448 1.940 2.788
H: 1.398 0.283 2.800
H: 1.925 2.182 0.359
H: 2.556 -1.315 -1.683
H: 1.683 -2.206 -0.145
H: 0.889 -1.354 -1.564
H: -2.208 2.200 -0.045
H: -1.231 2.403 1.307
H: -1.251 -0.161 -0.424
H: -2.774 -1.514 -0.493
H: -2.558 -1.072 -1.881
H: -1.351 -1.913 -1.102

Löwdin atomic charge list, values in e, 6 entries: C 0.107; C -0.161; C 0.121; C -0.036; N 0.098; N -0.001

# 7
A cluster of 2 separate species, C8H10Br2Si in total, computed with ωB97M-V/def2-TZVPD.

LUMO energy (spin up / spin down)	-0.45 / -1.27	eV
Kohn-Sham gap (spin up / spin down)	7.62 / 7.83	eV
HOMO level (spin up / spin down)	-8.07 / -9.10	eV
max |F|	3.983	eV/A
2S+1	1
electronic energy	-156419.1631	eV

Atoms and positions in Å:
C: 2.778 1.339 1.465
C: 1.653 1.827 2.269
C: 2.463 0.635 0.375
C: 0.399 1.377 2.096
C: 1.157 0.144 0.118
C: 0.186 0.509 1.020
C: 0.929 -0.802 -1.004
C: -2.785 -1.560 -2.109
Si: -2.480 -0.691 -0.418
Br: -3.149 1.385 -0.724
Br: -3.624 -1.838 1.228
H: 3.777 1.643 1.657
H: 1.736 2.491 3.218
H: 3.227 0.162 -0.191
H: -0.503 1.626 2.605
H: 0.859 -1.872 -0.709
H: -0.019 -0.773 -1.593
H: 1.724 -0.676 -1.807
H: -2.222 -0.995 -2.901
H: -2.358 -2.581 -2.042
H: -3.749 -1.350 -2.554

Löwdin atomic charge list, values in e, 6 entries: C -0.066; C -0.087; C -0.083; C -0.131; C -0.310; C 0.046

# 8
A cluster of 2 separate species, C3H8O2 in total, computed with ωB97M-V/def2-TZVPD.

LUMO energy	0.91	eV
Kohn-Sham gap	10.94	eV
HOMO level	-10.03	eV
max |F|	1.176	eV/A
2S+1	1
electronic energy	-7333.9810	eV
SMILES string	C=O.COC

Atoms and positions in Å:
C: 1.594 2.012 0.968
O: 1.575 1.485 2.060
H: 0.831 2.769 0.670
H: 2.377 1.762 0.212
C: 0.249 -1.474 -0.746
O: -0.491 -0.297 -1.004
C: -1.642 -0.245 -0.185
H: 1.132 -1.468 -1.407
H: -0.343 -2.381 -0.958
H: 0.593 -1.517 0.301
H: -2.314 -1.099 -0.374
H: -1.378 -0.235 0.886
H: -2.181 0.687 -0.423

Löwdin atomic charge list, values in e, 6 entries: C -0.142; O -0.026; H 0.084; H 0.084; C -0.137; O -0.253

Energy above the lowest of the compared OMol25 structures with the same formula, charge and spin in kJ/mol, matching the order above: 236.6, 0.0, 13.9, 75.8, 0.0, 748.7, 333.9, 199.7